Entry 1:
# C6H10

2 unconnected molecules or ions with the total composition C6H10 (ωB97M-V with the def2-TZVPD basis set, OMol25).

The geometry in XYZ format:
```
16
Properties=species:S:1:pos:R:3:nbo_charge:R:1
C -1.52 0.22 0.68 -0.453
C -1.44 -0.21 -0.79 -0.455
C -0.46 -0.66 0.20 0.054
C 1.80 0.43 -0.21 -0.336
C 0.32 -1.66 0.53 -0.427
C 1.10 1.55 -0.29 -0.455
H -2.06 -1.01 -1.17 0.222
H 0.90 2.15 0.59 0.194
H 0.62 1.85 -1.22 0.190
H -1.38 1.29 0.85 0.227
H 0.72 -2.32 -0.24 0.199
H 1.96 -0.24 -1.06 0.195
H -2.20 -0.27 1.36 0.224
H 0.66 -1.79 1.55 0.200
H 2.23 0.08 0.73 0.196
H -1.25 0.59 -1.50 0.224
```

Results
Energy relative to the best compared isomer or geometry (same formula, charge and spin) in kJ/mol: 331.9
E_LUMO in eV: 1.2
HOMO-LUMO gap in eV: 9.653
SMILES: C=C1CC1.C=C
Total charge: 0

Entry 2:
# C6H10

A single C6H10 molecule (ωB97M-V with the def2-TZVPD basis set, OMol25).

The geometry in XYZ format:
```
16
Properties=species:S:1:pos:R:3:nbo_charge:R:1
C -0.81 -1.49 2.03 -0.126
C 0.05 2.25 -0.65 -0.607
C 0.55 -1.52 -0.06 0.039
C -0.34 -2.06 0.83 -0.445
C 0.93 -0.09 -0.19 -0.483
C -0.31 0.78 -0.46 -0.372
H -0.85 2.86 -0.80 0.214
H 1.41 0.25 0.73 0.240
H 1.64 0.02 -1.02 0.209
H -0.74 -2.97 0.41 0.208
H 0.69 2.39 -1.53 0.202
H 0.88 -2.20 -0.85 0.193
H -0.86 0.41 -1.34 0.197
H -0.99 0.67 0.40 0.212
H 0.58 2.64 0.22 0.206
H -1.81 -1.93 2.25 0.113
```

Results
Energy relative to the best compared isomer or geometry (same formula, charge and spin) in kJ/mol: 399.1
E_LUMO (spin up / spin down) in eV: -0.8 / -0.8
HOMO-LUMO gap (spin up / spin down) in eV: 7.717 / 7.387
Total charge: 0

Entry 3:
# C6H10

2 unconnected molecules or ions with the total composition C6H10 (ωB97M-V with the def2-TZVPD basis set, OMol25).

The geometry in XYZ format:
```
16
Properties=species:S:1:pos:R:3:nbo_charge:R:1
C 0.02 -1.40 -0.17 -0.165
C -0.81 -0.79 0.93 -0.445
C 1.66 1.48 -0.60 -0.219
C 0.68 2.13 -0.35 -0.254
C -1.60 0.31 0.19 -0.605
C 1.32 -1.18 -0.32 -0.411
H 1.84 -1.41 -1.25 0.198
H -1.77 1.23 0.77 0.205
H -0.54 -1.87 -0.97 0.193
H -1.00 0.54 -0.70 0.225
H -0.15 2.74 -0.16 0.234
H 1.92 -0.78 0.49 0.191
H 2.59 1.03 -0.82 0.231
H -2.56 -0.06 -0.16 0.206
H -1.49 -1.51 1.40 0.209
H -0.16 -0.38 1.71 0.208
```

Results
Energy relative to the best compared isomer or geometry (same formula, charge and spin) in kJ/mol: 311.2
E_LUMO in eV: 1.2
HOMO-LUMO gap in eV: 10.331
SMILES: C=CCC.C#C
Total charge: 0

| no. | maximum force (hartree/bohr) |
| --- | --- |
| 1 | 0.0192 |
| 2 | 0.0153 |
| 3 | 0.0181 |